# 1
Below is a 11-piece molecular cluster, C17H55Cl2F3N22O12P2 overall in a non-equilibrium geometry, with properties calculated with ωB97M-V/def2-TZVPD.

Values from the calculation:
E: -4691.3525 Eh
Highest occupied orbital energy: -6.50 eV
Structure (SMILES): [H]/N=C(/C)CP(O)([C@H](Cl)[C@H](C)Cl)(P(N)O)C(F)(F)F.NC(N)=O.NC(N)=O.NC(N)=O.NC(N)=O.NC(N)=O.NC(N)=O.NC(N)=O.NC(N)=O.NC(N)=O.NC(N)=O
Frontier orbital gap: 6.383 eV

Geometry as ORCA input:
```
! RIJCOSX wB97M-V def2-TZVPD def2/J DEFGRID3
* xyz 0 1
Cl -7.25426 -0.96527 0.57386
Cl -4.90325 -1.80900 2.62041
P -4.99325 -0.84736 -1.96435
P -4.12077 -2.16080 -0.31524
F -5.43887 -4.49169 -0.00628
F -6.34897 -3.28167 -1.47989
F -4.55534 -4.28616 -1.88457
O -0.66345 -3.28299 6.33800
O -3.49558 -3.26081 0.80350
O 6.10285 -1.75687 3.29604
O -4.79273 -1.67280 -3.39248
O 6.46307 -0.36334 -2.62358
O -5.67370 4.26637 0.80750
O -0.13423 -0.49518 -3.84216
O 2.31604 2.62082 2.31008
O -1.75898 1.96567 1.93452
O 2.02599 2.90128 -1.00367
O 1.09413 -0.47620 -7.37404
O 1.67316 -3.70337 1.34729
N 4.03667 1.19870 1.66405
N -3.99875 0.54759 -2.12348
N -1.97299 -2.85120 4.53036
N 5.90874 0.33417 -0.50888
N 7.88154 -0.46966 3.86199
N 7.70439 -2.63180 4.64875
N 1.02062 -0.28361 -9.63633
N 2.27870 2.67852 -3.24706
N -2.77348 -2.50162 6.67178
N 7.34632 -1.46979 -0.86836
N -6.07645 5.80068 -0.81870
N -0.65651 0.61316 -8.30827
N 3.26453 4.44495 -2.12871
N 3.48859 -2.50264 1.90181
N -0.68557 -1.75939 0.50671
N 3.25305 -4.66661 2.66099
N -2.99612 3.79319 2.38521
N 1.89032 -1.26826 -4.54458
N -0.69146 3.89067 2.62165
N 3.43039 1.43728 3.87643
N 1.55130 -0.74122 -2.32936
N -4.06767 4.64328 -0.75252
C -4.55015 -0.89664 1.08158
C 0.52538 -0.07625 -8.37284
C -2.40334 -2.00535 -1.09430
C 2.48821 3.31041 -2.06312
C -1.72728 -2.90580 5.87399
C -1.50228 -1.15624 -0.25845
C -5.29694 4.86328 -0.18843
C 2.73391 -3.62922 1.92103
C -5.77797 -0.02149 0.87904
C 3.19387 1.81292 2.58062
C 7.16692 -1.62749 3.90028
C -1.79567 3.13187 2.29460
C -6.04946 0.75476 2.18925
C 1.02751 -0.81582 -3.59036
C -1.46974 0.31708 -0.26277
C 6.56549 -0.48995 -1.41809
C -5.21374 -3.63004 -0.95532
H -2.63046 -2.52806 7.66033
H -1.14690 0.95357 -9.11084
H 2.71657 -5.50951 2.70512
H -5.63554 0.75135 0.16159
H 5.33211 1.05961 -0.88126
H 7.82754 -2.07581 -1.50272
H 1.54434 -1.33738 -5.48884
H 3.12417 -1.73662 1.37516
H -4.57050 1.36276 -2.19870
H 4.72944 0.55490 1.97005
H -3.65442 -2.18828 6.31472
H 3.94111 1.40279 0.68672
H -2.84396 -2.54206 4.13762
H -5.79049 6.30271 -1.63523
H 2.65250 2.99396 -4.11788
H 4.36118 -2.40083 2.39303
H 7.45652 -1.60615 0.11746
H -4.00563 -1.37795 -3.85016
H -6.87726 0.34846 2.71896
H -3.82581 3.27970 2.15022
H -6.97941 5.98128 -0.42825
H -6.34848 1.75097 1.91113
H 0.56912 0.03623 -10.46963
H -3.40025 0.47687 -2.92642
H 8.56766 -2.54998 5.14852
H -3.73716 5.11992 -1.56774
H -0.79485 -2.75685 0.35661
H 0.25571 3.49882 2.56220
H 1.71419 1.84698 -3.23222
H -2.31560 0.66119 0.28596
H -5.16922 0.86430 2.78876
H 2.49174 -0.99651 -2.10127
H -2.03489 -3.00740 -1.17440
H 7.19807 -3.49359 4.69362
H -2.43317 -1.62249 -2.09824
H -0.77694 4.84377 2.91107
H -3.47381 3.96491 -0.31122
H 3.65703 4.80007 -2.97751
H -2.64183 -2.95506 1.10899
H 1.88246 -0.78488 -9.71241
H 2.85342 1.84604 4.58347
H 4.13628 0.77942 4.14437
H -3.08641 4.74933 2.66508
H -1.23454 -3.13656 3.91739
H 5.99293 0.23334 0.48010
H 7.50778 0.28402 3.31786
H 4.12480 -4.61674 3.14886
H 2.83807 -1.52877 -4.35144
H 0.94020 -0.40911 -1.60386
H -1.58883 0.70197 -1.25752
H -3.70233 -0.29172 1.33525
H -1.03902 0.77619 -7.39693
H -0.58974 0.74038 0.16312
H 3.43730 4.93054 -1.27165
H 8.74899 -0.33703 4.34314
*
```

Atomic partial charges in e from the Löwdin method, atoms 1 to 4:
1 Cl 0.64
2 Cl 0.67
3 P 0.72
4 P 0.78


# 2
Below is an isolated ion of composition C11H16N and charge +1 in a non-equilibrium geometry, with properties calculated with ωB97M-V/def2-TZVPD.

Values from the calculation:
E: -483.1949 Eh
Highest occupied orbital energy: -13.04 eV
Relative energy (zero: lowest compared OMol25 entry of this formula, charge and spin): 23.1 kcal per mole
Structure (SMILES): C[C@H]1C[N+](C)(C)c2ccccc21
Frontier orbital gap: 10.079 eV

Geometry as ORCA input:
```
! RIJCOSX wB97M-V def2-TZVPD def2/J DEFGRID3
* xyz 1 1
N -0.62992 0.46636 -1.14744
C -0.72830 0.25622 0.38337
C 2.17481 -1.99691 -0.04137
C 0.87831 -0.43228 2.05346
C 0.56947 -0.25788 0.75973
C 0.03226 -0.02003 3.13610
C -0.12217 1.82236 -1.49625
C -1.45707 0.90440 1.38244
C -1.97231 0.27443 -1.87966
C 0.38415 -0.66155 -1.56705
C -1.13419 0.59903 2.69609
C 1.44587 -0.75646 -0.38926
H -1.89870 -0.37460 -2.68763
H -0.27206 -1.47041 -1.61825
H 1.48541 -2.80177 0.27913
H -2.29630 1.50427 1.23282
H 0.55006 2.15948 -0.66107
H -0.92062 2.49253 -1.52166
H -2.51581 -0.16681 -1.00335
H -1.94435 0.88898 3.41295
H 0.76161 -0.46431 -2.46342
H 0.17175 -0.16234 4.12351
H 2.08254 0.13929 -0.50281
H -2.35487 1.16792 -2.25605
H 1.77083 -0.89722 2.35694
H 2.88094 -1.82205 0.77770
H 2.73751 -2.30110 -0.92147
H 0.32115 1.91048 -2.43750
*
```

Atomic partial charges in e from the natural (NBO) method, atoms 1 to 4:
1 N -0.22
2 C 0.12
3 C -0.62
4 C -0.14


# 3
Below is C23H36MgP2 as an isolated structure in a non-equilibrium geometry, with properties calculated with ωB97M-V/def2-TZVPD.

Values from the calculation:
E: -1780.4026 Eh
Highest occupied orbital energy: -4.54 eV
Relative energy (zero: lowest compared OMol25 entry of this formula, charge and spin): 102.2 kcal per mole
Frontier orbital gap: 4.280 eV

Geometry as ORCA input:
```
! RIJCOSX wB97M-V def2-TZVPD def2/J DEFGRID3
* xyz 0 1
P 3.02389 0.00854 -2.04284
P 0.40752 3.14459 -2.66275
Mg -1.69658 -0.26774 2.71049
C 1.58871 1.53595 -0.04524
C -0.34213 0.04809 -2.52463
C -1.67542 -1.97900 3.75217
C 0.04311 -1.07497 -1.51293
C 2.60913 1.23856 -3.34533
C -2.14013 -3.89384 6.70381
C 4.65869 0.53843 -1.40470
C 2.14159 0.15902 -0.47129
C 3.43093 -1.52668 -2.92768
C -2.09931 -2.86733 4.51145
C -4.07115 -5.19186 7.36970
C -2.66889 -3.78835 5.40294
C 0.09872 1.85636 -0.08436
C -3.86299 -4.46305 5.06949
C -2.84978 -4.57819 7.68493
C 2.15725 2.69400 -2.99812
C 1.46198 -0.99429 -1.09957
C 0.33760 4.89712 -2.26189
C -3.54122 0.20908 1.86934
C -0.57874 2.28678 -1.44463
C -4.57315 -5.13832 6.05917
C -1.19751 1.11474 -2.07266
C -0.36455 2.97156 -4.28784
H -4.11460 0.86047 2.54179
H 4.62873 1.58375 -1.05644
H 2.82391 -0.18566 0.32853
H 4.93632 -0.12402 -0.57068
H -0.63421 5.11558 -1.79639
H -2.45846 -4.63048 8.70303
H 5.41867 0.43795 -2.19100
H 0.43688 5.49188 -3.18098
H -0.62439 -1.07944 -0.63340
H 2.79772 3.14615 -2.21925
H -1.37273 3.00432 -1.16620
H 3.44104 -2.36319 -2.21718
H -5.51876 -5.62482 5.81379
H -0.11889 -2.04132 -2.01863
H -0.01939 3.80514 -4.91298
H 2.20488 2.34578 -0.46737
H 0.61609 0.53537 -2.77752
H 1.14322 5.16713 -1.56487
H -0.07188 2.68061 0.62711
H -1.45474 3.03716 -4.18327
H 3.57908 1.35787 -3.86357
H 1.83856 1.58079 1.02878
H -3.42935 0.65335 0.87107
H 4.43223 -1.44244 -3.37077
H 1.94847 0.78969 -4.11449
H -0.46478 1.00834 0.33626
H -0.71399 -0.41061 -3.45933
H -4.64232 -5.70024 8.15096
H 2.69420 -1.71879 -3.72112
H 1.89284 -1.96390 -0.80733
H -4.22906 -4.43723 4.04442
H -0.09281 2.01726 -4.76593
H 2.34763 3.28126 -3.91667
H -2.28298 1.06987 -2.17680
H -4.04705 -0.76891 1.83019
H -1.18763 -3.41783 6.92922
*
```

Atomic partial charges in e from the natural (NBO) method, atoms 1 to 4:
1 P 1.65
2 P 1.60
3 Mg 1.54
4 C -0.41